[1]
DFT (wB97M-V/def2-TZVPD) results for C18H20FeO8 as an isolated structure.

Each line ends with the natural charge from an NBO analysis.
Geometry (Å):
C -5.5063 -0.5782 -1.0235  -0.63
C -4.3240 0.2809 -0.6160  -0.07
O -3.1157 -0.5359 -0.8838  -0.51
C -2.0067 -0.0112 -0.3360  0.83
C -0.7219 -0.7982 -0.5918  -0.35
C -1.0835 -2.3074 -0.4641  0.61
C -0.5315 -3.3200 -1.4458  -0.74
O -1.8537 -2.6507 0.4115  -0.54
C 0.0903 -0.2736 -1.7554  0.81
O 0.9933 -0.8230 -2.3618  -0.61
O -0.1998 1.0291 -1.8593  -0.50
C 0.5454 1.7345 -2.8375  -0.08
C -0.1496 3.0610 -2.9059  -0.63
O -2.0724 1.0540 0.2750  -0.61
H -6.4430 0.0030 -1.0275  0.22
H -5.3646 -0.9884 -2.0418  0.22
H -5.6514 -1.4067 -0.2963  0.22
H -4.2276 1.1972 -1.2209  0.19
H -4.3584 0.5738 0.4464  0.21
H 0.2786 -2.8962 -2.0395  0.25
H -0.1683 -4.1950 -0.8755  0.24
H -1.2917 -3.7159 -2.1449  0.25
H 1.5851 1.8465 -2.5040  0.19
H 0.5389 1.2446 -3.8162  0.19
H 0.4504 3.8402 -3.3939  0.21
H -1.0801 2.9630 -3.4877  0.21
H -0.4487 3.4308 -1.9156  0.23
O 2.7546 -1.9893 4.3946  -0.49
C 3.0017 -1.1231 3.6331  0.49
Fe 3.4502 0.4433 2.9690  0.32
C 2.4711 1.3138 4.1938  0.48
O 2.0119 1.6543 5.2104  -0.46
C 5.0377 0.5674 3.6155  0.45
O 5.7509 0.5872 4.5336  -0.43
C 0.1678 -0.1760 0.8287  -0.18
C 1.3314 -1.1950 0.8291  -0.48
C 2.7603 -0.7934 1.1367  -0.27
C 3.0771 0.5531 0.8382  -0.38
C 1.9886 1.4866 1.0528  -0.31
C 0.6671 1.1241 1.0642  -0.20
H -0.7254 -0.4539 1.4949  0.26
H 1.0992 -2.0982 1.4001  0.23
H 1.4644 -1.4464 -0.2356  0.24
H 3.5290 -1.5810 1.0234  0.22
H 4.0171 0.8654 0.3483  0.25
H 2.2936 2.5321 1.2278  0.22
H -0.0314 1.9709 1.1531  0.24

Summary:
LUMO level (spin up / spin down) ... 0.07 / -2.47 eV
Kohn-Sham gap (spin up / spin down) ... 5.466 / 6.078 eV
⟨S²⟩ ... 6.089
2S+1 ... 5

=====

[2]
DFT (wB97M-V/def2-TZVPD) results for C18H20MnN6O7 as an isolated structure.

Each line ends with the natural charge from an NBO analysis.
Geometry (Å):
Mn 9.3289 13.1184 5.8293  1.50
C 12.0798 13.9723 4.7197  -0.22
C 11.2298 15.1582 4.2526  -0.23
N 9.8151 14.6972 4.0137  -0.66
C 8.8126 15.7420 4.0476  -0.26
C 8.5926 16.2069 5.4657  0.24
C 8.1235 17.4575 5.7312  -0.27
C 8.0983 17.8071 7.0459  -0.12
C 8.5184 16.9126 8.0676  -0.26
C 8.8304 15.6237 7.7007  0.24
C 9.0797 14.4940 8.6609  -0.26
N 9.9279 13.4271 8.1754  -0.66
C 11.3695 13.6223 8.3876  -0.22
C 12.0252 14.2391 7.1466  -0.23
N 11.6065 13.4393 6.0328  -0.68
N 8.9325 15.3000 6.4141  -0.52
H 13.1202 14.2361 4.7598  0.19
H 11.9325 13.1413 4.0571  0.21
H 11.6510 15.5761 3.3825  0.20
H 11.2060 15.9139 5.0132  0.20
H 9.8787 14.3249 3.0872  0.38
H 7.8777 15.2835 3.6866  0.25
H 9.1043 16.6220 3.4635  0.19
H 7.8609 18.1888 4.9408  0.24
H 7.9100 18.8881 7.3855  0.23
H 8.4739 17.1370 9.1181  0.23
H 8.0744 14.0166 8.8148  0.26
H 9.4335 14.8565 9.6132  0.19
H 9.7102 12.5006 8.5093  0.40
H 11.8579 12.6187 8.5233  0.21
H 11.5475 14.2240 9.3105  0.19
H 13.0919 14.2540 7.2794  0.19
H 11.7621 15.3052 6.9497  0.19
H 11.9181 12.4516 6.1254  0.41
O 5.8778 11.7282 5.0060  -0.62
C 6.8717 11.7470 5.6867  0.75
O 7.3830 12.8177 6.2491  -0.89
C 7.5158 10.3789 5.9804  -0.26
C 6.6789 9.3112 6.1746  -0.09
C 7.2002 8.0162 6.3297  -0.05
C 8.5311 7.8221 6.4146  -0.12
C 9.3951 8.9094 6.2382  -0.11
C 8.9348 10.2131 5.8438  0.48
O 9.7898 11.1542 5.5297  -0.86
N 10.7985 8.6325 6.5244  0.53
O 11.0835 7.5987 7.1290  -0.41
O 11.6254 9.4817 6.2196  -0.40
N 6.3273 6.8843 6.4264  0.53
O 5.1645 7.1045 6.1739  -0.38
O 6.7676 5.8004 6.7989  -0.40
H 5.6203 9.5055 6.2200  0.26
H 8.9021 6.8247 6.6154  0.27

Summary:
LUMO level (spin up / spin down) ... -0.23 / -0.28 eV
Kohn-Sham gap (spin up / spin down) ... 7.666 / 7.948 eV
⟨S²⟩ ... 8.754
2S+1 ... 6

=====

[3]
DFT (wB97M-V/def2-TZVPD) results for a single C18H20N2O2S molecule.

Each line ends with the natural charge from an NBO analysis.
Geometry (Å):
C 1.8012 -1.2746 -2.8418  -0.65
C 2.1541 -1.9243 -1.5366  0.00
C 2.8173 -3.1450 -1.5165  -0.22
C 3.1631 -3.7523 -0.3228  -0.18
C 2.8641 -3.1370 0.8810  -0.22
C 2.2122 -1.9179 0.8827  -0.18
C 1.8449 -1.3199 -0.3160  -0.10
C 1.1343 -0.0053 -0.2711  0.69
O 1.6467 1.0291 0.0836  -0.58
N -0.1728 -0.1376 -0.6882  -0.67
C -1.1442 0.8144 -0.9843  0.33
S -2.0111 0.5223 -2.3708  -0.27
N -1.3986 1.8203 -0.1438  -0.40
C -2.3090 2.8665 -0.5536  -0.25
C -1.5552 4.0485 -1.1843  -0.06
O -0.7452 3.6600 -2.2561  -0.71
C -0.7896 1.9350 1.1682  -0.26
C -0.9216 0.6739 1.9871  -0.04
C -2.0387 -0.1445 1.8800  -0.16
C -2.1419 -1.2926 2.6452  -0.22
C -1.1369 -1.6282 3.5359  -0.21
C -0.0283 -0.8083 3.6597  -0.21
C 0.0807 0.3341 2.8863  -0.21
H 2.4968 -1.5848 -3.6181  0.22
H 0.7993 -1.5632 -3.1641  0.23
H 1.8308 -0.1899 -2.7617  0.23
H 3.0674 -3.6219 -2.4533  0.21
H 3.6755 -4.7028 -0.3326  0.21
H 3.1413 -3.6020 1.8148  0.22
H 1.9725 -1.4232 1.8115  0.22
H -0.3682 -1.0129 -1.1618  0.43
H -3.0014 2.4448 -1.2892  0.24
H -2.8793 3.2106 0.3115  0.21
H -2.2951 4.8020 -1.4956  0.16
H -0.8786 4.5029 -0.4552  0.18
H -1.2638 3.1218 -2.8688  0.48
H -1.2947 2.7535 1.6892  0.22
H 0.2702 2.1944 1.0742  0.26
H -2.8308 0.1102 1.1901  0.21
H -3.0120 -1.9246 2.5469  0.22
H -1.2182 -2.5244 4.1325  0.22
H 0.7565 -1.0615 4.3576  0.21
H 0.9522 0.9668 2.9723  0.22

Summary:
LUMO level ... 0.58 eV
Kohn-Sham gap ... 9.038 eV
Structure (SMILES) ... Cc1ccccc1C(=O)NC(=S)N(CCO)Cc1ccccc1